A | Entry from OMol25: a gas-phase ion, C3H3ClNO (charge +1) (wB97M-V/def2-TZVPD).

Values from the calculation:
Orbital gap in eV: 9.0
SMILES string: O=[N+]1C=C[C@H]1Cl
Total charge: +1
LUMO in eV: -7.489
2S+1: 1
HOMO energy in eV: -16.5

Geometry as XYZ:
```
9
C3H3ClNO (wB97M-V/def2-TZVPD)
O 0.87252 1.96427 0.08374
N 0.26427 0.96138 0.06323
C -0.89316 0.52034 -0.55654
C -0.66503 -0.77909 -0.23509
C 0.58259 -0.44076 0.54591
Cl 2.09993 -1.07882 -0.07143
H -1.64326 1.08914 -1.08621
H -1.11223 -1.72547 -0.48683
H 0.49438 -0.51098 1.74322
```

B | Entry from OMol25: a gas-phase ion, C3H3ClNO (charge +1) (wB97M-V/def2-TZVPD).

Values from the calculation:
Orbital gap (spin up / spin down) in eV: 8.6 / 8.6
SMILES string: O=[N+]1[C@H]2C[C@@]21Cl
Total charge: +1
LUMO (spin up / spin down) in eV: -6.752 / -6.751
2S+1: 1
HOMO energy (spin up / spin down) in eV: -15.3 / -15.3

Geometry as XYZ:
```
9
C3H3ClNO (wB97M-V/def2-TZVPD)
O -1.47342 -1.84796 -0.03904
N -0.66779 -0.98657 -0.23889
C 0.60851 -0.67841 0.29658
C 0.77278 0.70492 -0.21217
C -0.79838 0.38441 -0.28796
Cl -2.13028 1.24136 0.16188
H 1.09807 -1.11241 1.15271
H 1.12365 0.89954 -1.36327
H 1.46684 1.39513 0.53016
```

It is A that is most stable; the runner-up trails by 1.782 eV.

A | Entry from OMol25: a gas-phase ion, C3H3ClNO (charge +1) (wB97M-V/def2-TZVPD).

Values from the calculation:
Orbital gap (spin up / spin down) in eV: 7.8 / 7.8
Total charge: +1
LUMO (spin up / spin down) in eV: -7.259 / -7.259
2S+1: 1
HOMO energy (spin up / spin down) in eV: -15.0 / -15.0

Geometry as XYZ:
```
9
C3H3ClNO (wB97M-V/def2-TZVPD)
C -0.98840 0.48138 -0.22911
C -2.25480 0.23378 0.00009
C -0.01670 -0.61708 0.12819
N -1.07822 -1.60825 0.38110
O -1.03443 -2.46732 -0.43333
Cl -3.86470 0.43758 0.14227
H -0.79377 1.33620 -1.02757
H 0.64822 -0.99270 -0.67422
H 0.54217 -0.41953 1.05714
```

B | Entry from OMol25: a molecular structure, C3H3ClNO (wB97M-V/def2-TZVPD).

Values from the calculation:
Orbital gap in eV: 8.3
Total charge: +1
LUMO in eV: -7.725
2S+1: 1
HOMO energy in eV: -16.0

Geometry as XYZ:
```
9
C3H3ClNO (wB97M-V/def2-TZVPD)
C 0.56960 0.84073 -0.31798
C 0.83506 -0.44798 -0.64821
C -0.68446 0.36478 0.29393
N -0.29888 -0.96235 -0.07137
O -0.73143 -1.99757 0.21781
Cl -2.24901 0.97430 -0.04063
H 1.14098 1.72875 -0.35859
H 1.74446 -0.82298 -0.83648
H -0.32631 0.32232 1.76151
```

It is A that is most stable; the runner-up trails by 0.327 eV.

A | Entry from OMol25: a gas-phase ion, C10H12N5 (charge +1) (wB97M-V/def2-TZVPD).

Values from the calculation:
Orbital gap in eV: 7.1
SMILES string: C[N+]1=C2N=CC=CN2C2=C(C=N1)CNC2
Total charge: +1
LUMO in eV: -4.963
2S+1: 1
HOMO energy in eV: -12.1

Geometry as XYZ:
```
27
C10H12N5 (wB97M-V/def2-TZVPD)
C 2.09936 2.62749 -0.34661
N 1.10117 1.65728 0.06516
C 1.50872 0.39922 0.14441
N 2.73416 0.14363 -0.30868
C 3.15681 -1.08971 -0.17208
C 2.47714 -2.07761 0.65191
C 1.14402 -1.78883 0.88597
N 0.67053 -0.60776 0.43346
C -0.69930 -0.46349 0.13447
C -1.47680 0.55223 0.49547
C -1.05855 1.90303 0.84777
N 0.08194 2.39618 0.61998
C -2.91611 0.18932 0.17002
N -2.90355 -1.21533 -0.11390
C -1.60323 -1.62148 -0.45216
H 1.86285 3.55538 0.20001
H 2.90094 2.17772 0.05555
H 2.26040 2.79522 -1.39029
H 3.97072 -1.34115 -0.86961
H 2.85143 -3.09544 0.89154
H 0.47926 -2.36629 1.56298
H -1.72103 2.47420 1.51068
H -3.47781 0.58998 0.97610
H -3.26527 0.69272 -0.77445
H -3.58427 -1.69220 0.31472
H -1.56551 -1.65370 -1.53728
H -1.17729 -2.53862 -0.06306
```

B | Entry from OMol25: a molecular structure, C10H12N5 (wB97M-V/def2-TZVPD).

Values from the calculation:
Orbital gap in eV: 5.1
Total charge: +1
LUMO in eV: -5.998
2S+1: 1
HOMO energy in eV: -11.1

Geometry as XYZ:
```
27
C10H12N5 (wB97M-V/def2-TZVPD)
C 2.19110 0.18209 1.21388
C -2.21932 2.02004 -0.04041
C -0.81842 2.16634 0.19723
C -2.70874 0.71010 0.05910
C -0.53806 -0.21486 0.40891
C 0.01649 1.05376 0.36432
C -1.86918 -0.43140 0.21226
C 2.12359 1.06936 -0.87817
C 1.47628 1.28633 0.56974
C -1.70473 -2.86618 0.31973
N 4.12656 -0.87535 0.46627
N 3.19182 -1.22732 -1.06923
N 3.28065 -0.32586 1.09834
N 2.24674 -0.39226 -1.29551
N -2.45678 -1.65685 0.26781
H -2.69351 2.96584 -0.04692
H -0.32949 3.21553 0.25266
H -3.83355 0.43969 -0.00977
H 0.05499 -1.00220 0.63908
H 1.51964 1.56319 -1.68436
H 2.99644 1.65656 -0.81209
H 1.85321 2.34175 0.86285
H -2.30312 -3.65690 0.42177
H -0.87257 -3.05818 -0.33242
H -1.25396 -2.73114 1.25293
H 1.88649 -0.62053 -2.23031
H -3.36258 -1.61154 -0.20769
```

It is A that is most stable; the runner-up trails by 4.946 eV.